1.
A single C6H6INS molecule, computed with wB97M-V/def2-TZVPD.

The calculation puts the energy above the lowest of the compared OMol25 structures with the same formula, charge and spin at 216.9 kJ/mol. The HOMO energy (spin up / spin down) comes out at -7.83 / -7.82 eV. The net charge is 0.

CARTESIAN COORDINATES (ANGSTROEM)
C 1.23629 1.08068 1.00786
C 1.83172 -0.14607 0.62564
C 0.25585 1.84213 0.50284
C 1.08158 -1.14236 0.24882
C -0.92041 -1.26554 -1.22418
C -0.18243 -1.54927 0.03157
N -0.70465 1.60715 -0.36604
S -1.66444 0.56656 -1.10005
I -3.75831 -0.13120 0.16695
H 1.93214 1.71587 1.64885
H 2.92560 -0.13766 0.79485
H 0.44197 2.85449 0.60421
H -1.71808 -1.92414 -1.53033
H -0.19176 -0.95983 -2.03619
H -0.56508 -2.41082 0.62519

***

2.
A single C22H25N5O5S molecule, computed with wB97M-V/def2-TZVPD.

The calculation puts the energy above the lowest of the compared OMol25 structures with the same formula, charge and spin at 250.7 kJ/mol. The HOMO energy comes out at -8.29 eV. Its SMILES is O=C(Nc1cc(S(=O)(=O)N2CCOCC2)ccc1N1CCOCC1)c1cn2ccccc2n1. The net charge is 0.

CARTESIAN COORDINATES (ANGSTROEM)
O 0.13688 2.46315 1.14018
C 0.87198 1.54064 0.85250
N 0.51168 0.23427 0.71223
C -0.74058 -0.35518 0.77540
C -1.89429 0.35521 1.08000
C -3.11988 -0.27812 1.00220
S -4.60974 0.66532 1.32627
O -5.68427 -0.26444 1.52403
O -4.33062 1.63900 2.33721
N -4.97281 1.50659 -0.05984
C -5.46640 0.76715 -1.19584
C -4.34168 0.48675 -2.19790
O -3.69581 1.68255 -2.57671
C -3.12701 2.33760 -1.46007
C -4.19048 2.66990 -0.40707
C -3.22570 -1.60380 0.63561
C -2.07455 -2.33333 0.38228
C -0.82334 -1.73424 0.46998
N 0.38073 -2.40937 0.21937
C 1.24962 -2.66274 1.36193
C 2.66702 -2.90204 0.83724
O 2.69348 -3.98585 -0.06600
C 1.80993 -3.77250 -1.14151
C 0.37063 -3.56404 -0.65581
C 2.32094 1.69219 0.60913
C 3.07936 2.84250 0.68179
N 4.34989 2.47319 0.38436
C 5.49781 3.18845 0.30771
C 6.65770 2.55688 -0.01615
C 6.66854 1.16733 -0.27002
C 5.51497 0.44119 -0.19469
C 4.31992 1.09795 0.13862
N 3.09563 0.62643 0.27323
H 1.26044 -0.36785 0.38081
H -1.83706 1.39100 1.37076
H -5.90661 -0.15420 -0.81685
H -6.24344 1.36654 -1.68422
H -4.74150 0.05634 -3.11778
H -3.61028 -0.20884 -1.75622
H -2.67414 3.25177 -1.84645
H -2.34321 1.70364 -1.02115
H -3.73665 3.04338 0.50973
H -4.87288 3.42845 -0.80831
H -4.20260 -2.05670 0.58609
H -2.15219 -3.37884 0.12776
H 1.23622 -1.81687 2.04831
H 0.91154 -3.55973 1.90616
H 3.34086 -3.17055 1.65228
H 3.03236 -1.98696 0.34577
H 1.88074 -4.65890 -1.77385
H 2.12450 -2.88652 -1.71390
H -0.28061 -3.36765 -1.50853
H 0.03272 -4.47636 -0.13906
H 2.79283 3.84537 0.91837
H 5.43061 4.24598 0.51282
H 7.57330 3.12136 -0.07822
H 7.60000 0.68708 -0.52374
H 5.48547 -0.61955 -0.38027

***

net charge of number 1 (C6H6INS)?
0